Record 1
DFT (ωB97M-V with the def2-TZVPD basis set) results for C34H45Ge2N3PV as an isolated structure at a distorted geometry.

Results
Highest occupied orbital energy (alpha / beta) in eV: -10.22 / -10.91
Energy relative to the best compared isomer or geometry (same formula, charge and spin) in kcal per mole: 27.15
2S+1: 4
Net charge: +1
DFT total energy in eV: -188457.24936
E_LUMO (alpha / beta) in eV: -2.078 / -2.775

The geometry in XYZ format:
```
86
C34H45Ge2N3PV ωB97M-V with the def2-TZVPD basis set
V 0.35385 -0.12535 0.30282
C 2.00092 -3.41706 -0.05911
C 0.95996 -2.64327 -0.86422
Ge -0.71317 -2.62645 0.13072
C -2.28253 -2.42239 -1.07212
C -3.69380 -2.52142 -0.34605
C -0.82514 -3.79444 1.75587
C -1.11952 -2.98279 2.79073
Ge -0.94676 -1.07754 2.39925
C 0.92788 -0.61710 2.77497
C 1.08833 0.34902 3.94460
C -2.06467 0.04600 3.47957
C -3.51690 -0.19014 3.16948
C -1.45302 -3.52191 4.07790
C -1.10610 -2.79472 5.23727
C -1.71727 -3.02237 6.45676
C -2.53915 -4.12731 6.61963
C -2.73851 -4.96053 5.58646
C -2.27516 -4.59712 4.31607
H 3.01317 -3.13391 -0.40134
H 1.96298 -4.47552 -0.27254
H 2.00021 -3.29533 0.98145
H 0.69719 -3.05212 -1.80717
H 1.43376 -1.69013 -1.14121
H -2.15789 -3.19523 -1.81312
H -2.19661 -1.48743 -1.65951
H -3.72330 -3.47798 0.26825
H -4.57852 -2.65873 -1.00831
H -3.95668 -1.68513 0.22775
H -0.68922 -4.84294 1.94235
H 1.57992 -0.39684 1.91364
H 1.24558 -1.58111 3.14247
H 0.75322 1.39325 3.70947
H 2.06075 0.50894 4.31484
H 0.51497 -0.02003 4.76370
H -1.72102 1.03818 3.36726
H -1.73572 -0.24420 4.47154
H -3.93821 0.51376 2.44450
H -4.19829 -0.12455 3.99028
H -3.66640 -1.16623 2.65727
H -0.35092 -1.96193 5.10691
H -1.49246 -2.37440 7.30235
H -2.88007 -4.39916 7.62265
H -3.38995 -5.80609 5.73344
H -2.56892 -5.29819 3.50914
N 0.55643 2.53347 1.43944
N -0.51523 1.69783 0.83726
H 0.19807 3.51445 1.44631
H 1.38018 2.45890 0.89122
H -0.84839 2.19255 0.03836
H -1.29807 1.67539 1.53363
N 1.11463 0.62165 -1.28607
P 1.28531 1.68794 -2.43005
C 2.66824 2.89136 -2.24687
C 3.59555 2.60078 -1.19502
C 4.54259 3.57334 -0.83385
C 4.65843 4.73380 -1.56491
C 3.89775 4.97779 -2.69603
C 2.85276 4.04490 -2.98043
C -0.16694 2.73288 -2.71306
C -0.35056 4.00968 -2.25567
C -1.47197 4.73924 -2.58431
C -2.40850 4.19589 -3.45984
C -2.18281 2.93322 -3.95561
C -1.09041 2.20196 -3.56287
C 1.55876 0.79738 -3.99366
C 2.17614 1.35804 -5.11026
C 2.53093 0.51204 -6.11758
C 2.22652 -0.80752 -6.11032
C 1.61520 -1.40932 -5.02410
C 1.29343 -0.59296 -3.94802
H 3.48921 1.69818 -0.61472
H 5.17796 3.34359 -0.04322
H 5.38515 5.49872 -1.31468
H 4.18458 5.92306 -3.18495
H 2.10669 4.21619 -3.78629
H 0.37874 4.52332 -1.55222
H -1.71511 5.78221 -2.23422
H -3.26914 4.72240 -3.75907
H -2.88913 2.54763 -4.60680
H -0.93311 1.19253 -3.91392
H 2.28364 2.39308 -5.12811
H 3.02150 0.96639 -6.96013
H 2.46444 -1.36232 -7.02447
H 1.33156 -2.47261 -5.03410
H 0.80815 -0.88707 -3.02747
```

---

Record 2
DFT (ωB97M-V with the def2-TZVPD basis set) results for a 15-piece molecular cluster, C31H85N7O38S8 overall at a distorted geometry.

Results
Highest occupied orbital energy in eV: -10.23
DFT total energy in eV: -208414.44839
E_LUMO in eV: -0.882

The geometry in XYZ format:
```
169
C31H85N7O38S8 ωB97M-V with the def2-TZVPD basis set
C -1.64191 0.19076 5.55144
N -2.87885 -0.42275 5.04409
O -2.78881 -1.43874 4.38947
O -3.94691 0.11267 5.38533
H -0.72619 -0.16139 5.07653
H -1.37391 -0.03294 6.58402
H -1.70638 1.24090 5.26657
C 3.80665 3.71254 -0.22688
N 4.66724 2.51768 0.21032
O 5.67511 2.41925 -0.52094
O 4.25056 1.73078 1.08502
H 3.03557 3.91716 0.51586
H 3.46091 3.27903 -1.16530
H 4.41051 4.59180 -0.45129
C -0.68294 3.18063 -5.84647
N -0.26040 4.48429 -5.39794
O 0.34324 4.56817 -4.33101
O -0.51184 5.38430 -6.22891
H -1.51201 3.32544 -6.53912
H -1.09693 2.78679 -4.91825
H 0.17635 2.61467 -6.20622
C 3.32814 0.60100 4.75278
N 3.18351 -0.58317 5.65385
O 2.09281 -1.00886 5.85568
O 4.20937 -1.22849 5.85245
H 3.13356 0.24044 3.74271
H 4.29699 1.05518 4.96049
H 2.47465 1.23420 4.99509
C -2.08918 5.94330 -2.03628
N -2.37673 4.49780 -2.34387
O -2.55380 3.77696 -1.36488
O -2.62183 4.18178 -3.48132
H -1.53068 6.22160 -2.92999
H -1.60034 6.01059 -1.06437
H -3.07465 6.40897 -2.04534
C -4.20722 2.25073 2.29957
N -4.80988 0.96509 1.92045
O -4.50881 0.37227 0.85876
O -5.64094 0.52512 2.66993
H -3.73545 2.08310 3.26779
H -4.86209 3.08926 2.06271
H -3.39084 2.28501 1.57815
C 0.52192 0.06110 -4.72313
N 0.69454 -1.05695 -3.73319
O 1.36465 -2.03256 -4.05311
O -0.01646 -0.91268 -2.69794
H 0.46011 0.94534 -4.08877
H -0.45352 -0.06722 -5.19234
H 1.38139 0.13710 -5.38918
O -6.73703 -2.20261 -0.84971
S -5.95319 -1.95374 -2.06355
O -6.42070 -0.78749 -2.86264
O -4.30145 -1.77942 -1.69886
C -3.32163 -1.28935 -2.62135
C -3.20343 0.17047 -2.22431
C -5.83930 -3.43470 -3.27102
H -3.54005 -1.30989 -3.68904
H -2.36737 -1.75843 -2.38164
H -4.13455 0.73312 -2.29166
H -2.41780 0.55244 -2.87622
H -2.81931 0.34309 -1.21895
H -5.45999 -4.31911 -2.75911
H -5.24090 -3.10058 -4.11859
H -6.90015 -3.56256 -3.48632
O -1.61719 3.42388 3.35895
S -0.83857 4.30784 2.50723
O -1.08282 4.38741 1.07390
O -1.09462 5.89762 3.07653
C -1.01424 6.96244 2.20457
C -0.77612 8.36874 2.89038
C 0.95589 4.14454 2.79609
H -1.97713 7.02172 1.69719
H -0.28536 6.83396 1.40437
H -1.72557 8.78947 3.22150
H -0.45454 9.09318 2.14214
H -0.12552 8.29069 3.76144
H 1.52088 4.80789 2.14123
H 1.29751 3.12123 2.64045
H 1.02166 4.43881 3.84356
O 3.21832 1.59861 -4.14762
S 4.20966 2.68753 -4.40160
O 3.97740 4.02814 -3.83116
O 5.69319 2.14891 -3.93381
C 6.77168 3.02888 -4.13721
C 7.13130 3.98000 -2.93666
C 4.51526 2.75595 -6.29406
H 6.52396 3.75287 -4.91346
H 7.73715 2.57890 -4.36847
H 8.04924 4.53295 -3.13599
H 7.34343 3.39280 -2.04319
H 6.36712 4.69656 -2.63556
H 4.79907 1.75526 -6.61990
H 5.18960 3.59062 -6.48563
H 3.58212 3.01390 -6.79486
O -3.16954 -4.72456 -4.62628
S -1.76859 -5.08517 -4.32173
O -0.71468 -4.74166 -5.29856
O -1.49428 -4.63622 -2.75915
C -0.14350 -4.71651 -2.32381
C -0.01748 -3.91084 -1.04484
C -1.84516 -6.90414 -3.99690
H 0.54372 -4.42687 -3.11876
H 0.07384 -5.75721 -2.08337
H -0.50728 -4.57415 -0.33195
H -0.55540 -2.96319 -1.01832
H 1.02642 -3.70987 -0.80406
H -0.86408 -7.29313 -3.72441
H -2.06638 -7.36868 -4.95782
H -2.60557 -7.12651 -3.24829
O -2.75286 -4.86952 2.16639
S -3.66417 -4.16869 1.25861
O -3.90482 -4.63511 -0.09634
O -5.16655 -3.96670 1.98409
C -5.30624 -3.51509 3.35189
C -6.65772 -4.01252 3.84111
C -3.21593 -2.46293 1.15204
H -5.37223 -2.46963 3.65316
H -4.49890 -3.85853 3.99870
H -6.86434 -5.04547 3.56107
H -7.52468 -3.52116 3.39947
H -6.52640 -3.98544 4.92284
H -2.80001 -2.27400 0.16239
H -2.50969 -2.16546 1.92718
H -4.11990 -1.86392 1.26219
O -0.45032 -6.54602 7.00462
S -1.03424 -5.29027 6.51830
O -1.31164 -4.17376 7.39933
O 0.03851 -4.83238 5.32413
C 0.03484 -3.57549 4.70380
C 1.21097 -3.32835 3.75352
C -2.42196 -5.58773 5.37485
H 0.00995 -2.86778 5.53243
H -0.88150 -3.36092 4.15391
H 1.31261 -2.28292 3.46225
H 1.11874 -3.78878 2.76986
H 2.14047 -3.64714 4.22523
H -1.91883 -6.24529 4.66593
H -2.72530 -4.62988 4.95223
H -3.25785 -6.09492 5.85667
O 6.86310 -3.78736 0.32053
S 7.42961 -2.64183 -0.37925
O 8.59832 -2.75712 -1.30469
O 6.21895 -2.00341 -1.30282
C 4.97492 -1.88505 -0.68974
C 4.14194 -0.86100 -1.39639
C 7.69915 -1.16145 0.72584
H 4.93507 -1.46091 0.31357
H 4.38631 -2.79701 -0.78960
H 3.21240 -0.60921 -0.88583
H 3.84826 -1.25778 -2.36820
H 4.55402 0.12497 -1.61121
H 7.24832 -1.43315 1.68032
H 7.27790 -0.28894 0.22646
H 8.77115 -0.97789 0.79803
O 0.75455 0.46176 2.95877
S -0.07578 0.46320 1.77075
O -1.51814 0.55129 1.91182
O 0.52536 1.56756 0.71084
C -0.29380 1.78840 -0.41793
C 0.54331 2.50264 -1.52967
C 0.34715 -1.17782 0.87059
H -1.24212 2.27765 -0.19562
H -0.61676 0.82177 -0.80447
H 1.30944 1.81191 -1.88189
H 1.11257 3.36297 -1.17772
H 0.03507 2.88069 -2.41672
H 0.03288 -1.09353 -0.16972
H 0.00294 -2.04097 1.44032
H 1.42689 -1.10503 0.74036
```

---

Record 3
DFT (ωB97M-V with the def2-TZVPD basis set) results for C4H9NO2 as an isolated structure.

Results
Highest occupied orbital energy (alpha / beta) in eV: -9.09 / -9.09
Energy relative to the best compared isomer or geometry (same formula, charge and spin) in kcal per mole: 126.54
DFT total energy in eV: -9874.57340
E_LUMO (alpha / beta) in eV: -1.005 / -1.007

The geometry in XYZ format:
```
16
C4H9NO2 ωB97M-V with the def2-TZVPD basis set
C -0.14739 -1.93342 1.11826
C 0.82956 -1.66660 0.08430
N 0.65372 -0.63064 -0.82069
C 0.34611 0.59133 -0.27294
O 0.36106 0.90060 0.91656
O 0.01059 1.47478 -1.23516
C -0.32071 2.77368 -0.75481
H -0.56116 -1.08311 1.64721
H -1.42848 -1.73302 -0.17894
H -0.16687 -2.89206 1.64087
H 1.49202 -1.28493 0.92070
H 1.24846 -2.57517 -0.35941
H -1.09973 -1.27035 -0.77503
H -0.52523 3.38733 -1.63386
H -1.20475 2.75039 -0.11028
H 0.51278 3.19117 -0.18677
```